(1)
Here is a 10-piece molecular cluster, C33H82ClFNO10PS2 overall from the OMol25 dataset. Energies are from the ωB97M-V functional and the def2-TZVPD basis.

* net charge: 0
* electronic energy: -3811.26497 Ha
* orbital gap: 7.991 eV
* E_HOMO: -8.1 eV

The geometry in XYZ format:
```
131
Properties=species:S:1:pos:R:3:forces:R:3:mulliken_charge:R:1
C -0.00945 5.21428 7.93717 -0.1 -0.4 0.4 -1.2170
C -1.44384 4.81396 8.29293 0.2 0.7 -0.1 -0.6146
C -2.44707 5.04670 7.16859 0.3 -0.6 -0.1 -0.2752
C -1.98803 4.51363 5.79813 -1.1 -0.1 0.3 -0.3835
C -3.12958 3.77082 5.08013 0.2 0.4 -0.2 -0.5640
C -3.10169 3.92194 3.56763 0.2 -1.0 0.1 -0.9163
C -1.84085 3.39869 2.87435 -0.3 0.8 -0.2 -0.0445
C -1.95132 3.70481 1.36854 0.0 -0.3 0.4 -1.6163
N -1.58507 2.56411 0.50990 0.1 0.8 0.0 0.8465
C -2.62678 2.26255 -0.50275 0.2 -0.4 0.1 -1.3133
C -3.65929 1.27177 -0.02350 0.1 -0.4 -0.2 -0.9731
C -3.17555 -0.18131 -0.16773 -0.6 -0.2 0.0 0.6815
C -3.38508 -1.07889 1.05588 0.8 -0.1 -0.5 -0.3486
C -2.31317 -2.19031 1.13380 -0.2 0.3 0.6 1.5754
C -2.87783 -3.55179 1.51541 -0.4 0.2 -0.2 -0.8793
C -3.50477 -4.36483 0.37261 0.5 -0.4 0.0 -0.9865
C -2.82410 -4.23084 -0.99427 -0.6 0.0 0.4 0.1798
C -0.35997 2.69956 -0.16795 0.5 -0.4 -0.3 -0.0765
S 0.14241 3.96393 -1.04796 0.0 0.3 0.0 -0.2380
S 0.63708 1.22827 -0.04817 -0.3 -0.2 0.3 -0.1641
C 0.75274 0.65268 -1.76001 -0.3 -0.3 -0.4 -0.2900
C 0.61029 -0.88274 -1.80335 0.7 0.8 0.7 -0.5376
C 1.98213 -1.54516 -1.87539 -0.6 -0.2 -1.0 -0.4303
P 1.87726 -3.39375 -2.00523 0.7 -0.4 1.7 -0.0164
C 0.08839 -3.81940 -2.10591 0.8 0.0 -1.0 0.3932
C -0.11046 -5.32707 -2.12440 -0.2 0.2 0.0 -0.0972
F -0.31835 -5.77463 -0.82715 0.3 -0.3 0.3 -0.3559
C 2.60812 -3.84179 -3.64977 -0.6 0.3 -1.0 -0.9106
C 1.59191 -3.69644 -4.73082 -2.5 -2.2 -0.9 0.4297
O 0.67238 -4.49581 -4.94779 2.7 2.5 0.4 -0.5436
Cl 1.69302 -2.20661 -5.75187 -0.1 -0.3 0.5 -0.1866
H 0.52949 4.40595 7.45554 0.1 -0.1 -0.3 0.3130
H 0.53631 5.42802 8.85152 0.2 0.2 0.1 0.4009
H 0.01193 6.09126 7.30160 0.1 0.2 -0.1 0.2890
H -1.74121 5.42990 9.13845 -0.2 0.0 0.2 0.4043
H -1.47868 3.78151 8.62825 0.0 -0.2 0.0 0.2957
H -3.35765 4.53192 7.44571 -0.3 0.0 0.1 -0.0561
H -2.68953 6.10321 7.11036 0.0 0.2 -0.1 0.3464
H -1.69311 5.34288 5.16306 0.5 0.1 -0.1 0.3528
H -1.17641 3.80945 5.94147 0.4 0.1 -0.2 0.2745
H -4.09172 4.15002 5.41572 -0.2 0.1 0.2 0.3417
H -3.11344 2.71709 5.34376 0.0 -0.2 0.0 0.2408
H -3.93966 3.34893 3.17221 -0.3 0.1 -0.2 0.3620
H -3.22704 4.96657 3.29451 -0.1 0.2 0.0 0.3693
H -1.00286 3.96638 3.27061 0.4 -0.2 0.1 0.3223
H -1.67391 2.34116 3.03804 -0.1 -0.2 0.1 0.1038
H -2.97892 3.97796 1.14817 -0.2 0.0 -0.1 0.5511
H -1.35021 4.58337 1.16423 0.1 0.1 -0.4 0.4390
H -2.13457 1.81111 -1.36074 0.1 0.1 -0.2 0.5638
H -3.07187 3.19620 -0.84449 0.0 0.2 0.0 0.5818
H -3.94842 1.46277 1.00632 -0.1 0.2 0.2 0.3733
H -4.52875 1.40145 -0.66139 -0.3 0.1 0.1 0.4684
H -3.75134 -0.63622 -0.97163 0.1 -0.1 -0.4 0.2900
H -2.13686 -0.22584 -0.48598 0.2 0.2 0.2 -0.7982
H -3.29418 -0.46387 1.94438 -0.3 0.0 0.3 -0.1325
H -4.36649 -1.54230 1.00904 -0.3 0.1 0.2 0.3486
H -1.72903 -2.20095 0.21894 0.0 -0.2 -0.2 -1.7486
H -1.61790 -1.90355 1.92004 0.3 0.1 0.0 0.3556
H -3.67051 -3.35807 2.23759 -0.1 -0.1 0.3 0.3466
H -2.14504 -4.14277 2.05416 0.3 -0.2 -0.1 0.4678
H -3.43989 -5.41174 0.65919 -0.1 -0.2 0.1 0.4493
H -4.56771 -4.16406 0.29455 -0.2 0.2 -0.1 0.3298
H -3.31353 -3.46988 -1.59226 0.1 0.3 -0.2 0.3842
H -2.92220 -5.16534 -1.53576 0.0 -0.1 -0.2 0.4461
H -1.77021 -3.99718 -0.90407 -0.8 -0.2 0.2 -1.1195
H -0.08843 1.07344 -2.30023 -0.1 0.3 0.0 0.2345
H 1.66803 0.96451 -2.24399 0.1 0.3 0.0 0.4327
H 0.11968 -1.17265 -0.87878 -0.4 -0.3 -0.1 -0.1016
H -0.00301 -1.12831 -2.66029 -0.1 -0.3 -0.1 0.2583
H 2.47536 -1.13715 -2.75548 0.3 -0.1 -0.2 0.0872
H 2.60679 -1.28970 -1.02916 0.1 0.0 0.3 0.5388
H -0.35833 -3.43296 -3.01927 -0.3 0.2 0.1 0.3685
H -0.42707 -3.42068 -1.24237 0.5 0.4 -0.1 -0.4009
H 0.73681 -5.85862 -2.54567 0.1 -0.2 0.0 0.4491
H -1.00506 -5.56402 -2.69026 -0.1 -0.1 -0.2 -0.0155
H 2.90403 -4.88353 -3.65457 0.0 -0.2 0.2 0.5017
H 3.48177 -3.22996 -3.84128 0.1 0.2 0.1 0.6600
C 3.90880 -4.19924 -7.55059 0.4 -0.3 0.0 -0.2271
O 5.29958 -4.10005 -7.25786 -0.2 0.1 0.0 -0.5232
H 3.53268 -3.19562 -7.71004 0.0 0.1 0.0 0.0887
H 3.74134 -4.79012 -8.45518 -0.1 0.0 0.0 0.3277
H 3.36964 -4.65460 -6.71568 -0.1 0.0 -0.1 0.0781
H 5.63689 -4.98710 -7.11714 0.1 -0.1 0.0 0.2924
C 4.34102 0.76656 -6.86281 -0.3 0.0 0.2 -0.5391
O 3.35622 1.56592 -6.21428 0.1 0.0 -0.1 -0.4635
H 5.07915 1.43824 -7.29308 0.0 0.0 0.0 0.2737
H 4.83665 0.09979 -6.15061 0.1 0.0 -0.1 0.1992
H 3.89070 0.17331 -7.66271 0.1 -0.1 0.0 0.2560
H 2.70071 0.97601 -5.83344 -0.1 0.0 0.0 0.2581
C 4.46666 2.57350 -3.26839 -0.1 0.2 0.3 -0.1447
O 3.31751 2.38280 -2.44836 0.2 -0.1 -0.1 -0.3924
H 4.68355 1.62885 -3.76423 0.0 0.0 -0.1 -0.1336
H 4.28439 3.33303 -4.02638 0.1 0.0 -0.1 0.2791
H 5.32511 2.86463 -2.65567 0.1 0.0 -0.1 0.1710
H 3.12262 3.21825 -2.01149 -0.1 0.0 0.0 0.2060
C -3.15986 -5.04746 -5.22611 0.2 0.1 0.0 -0.7062
O -2.26926 -4.00272 -4.85357 -0.2 0.0 0.1 -0.3424
H -3.97427 -5.05815 -4.50592 0.0 0.0 0.0 0.2293
H -3.57348 -4.87650 -6.22349 -0.1 -0.1 0.0 0.3072
H -2.65668 -6.01873 -5.20662 -0.1 0.0 0.0 0.2905
H -1.54340 -3.99398 -5.48365 0.2 0.0 0.1 0.2289
C 6.76603 -0.42237 -2.31590 -0.4 0.1 -0.1 -0.6678
O 5.42807 -0.90436 -2.44114 0.1 -0.1 0.0 -0.3771
H 7.38061 -1.24512 -1.96126 0.0 0.0 0.0 0.2393
H 7.14779 -0.08111 -3.28178 0.1 0.0 0.1 0.2717
H 6.80933 0.39405 -1.59082 0.1 0.0 0.0 0.2809
H 4.88603 -0.17633 -2.75668 -0.1 0.1 0.1 0.2132
C -5.92123 3.24598 8.75727 0.1 0.1 0.2 -0.5968
O -4.88899 4.15051 9.14065 -0.2 -0.1 0.0 -0.4768
H -6.18877 3.47195 7.72830 0.0 0.0 0.0 0.2288
H -5.57764 2.20965 8.81429 -0.1 0.0 0.0 0.2567
H -6.80539 3.36702 9.38826 0.0 0.0 -0.1 0.2972
H -4.65045 3.95334 10.04911 0.1 0.0 0.1 0.2739
C 6.07752 6.35211 -2.65960 -0.2 0.1 -0.1 -0.5649
O 4.73840 5.88447 -2.79234 0.1 -0.1 0.1 -0.4189
H 6.68379 5.51688 -2.31898 0.0 0.0 0.0 0.2002
H 6.46761 6.70448 -3.61778 0.1 0.0 0.0 0.2812
H 6.14167 7.15805 -1.92436 0.1 0.0 0.0 0.2687
H 4.19954 6.61892 -3.09372 -0.1 0.0 0.0 0.2639
C 4.53430 -5.67119 0.58951 -0.2 0.0 -0.1 -0.5169
O 3.21891 -6.19732 0.48279 0.1 0.0 0.0 -0.5327
H 5.17693 -6.46466 0.96386 0.0 0.0 0.0 0.2655
H 4.90839 -5.34194 -0.38461 0.1 0.0 0.0 0.2033
H 4.56833 -4.83007 1.28755 0.1 0.0 0.0 0.2397
H 2.65586 -5.49058 0.15042 -0.1 0.0 -0.1 0.2941
C -3.34524 -0.93193 4.86355 0.2 0.0 0.0 -0.7487
O -2.86317 0.33227 4.42156 -0.1 0.0 0.0 -0.3873
H -4.20421 -1.18393 4.24642 0.0 0.0 0.0 0.2108
H -2.57550 -1.69811 4.73504 -0.1 -0.1 0.0 0.2980
H -3.65660 -0.90628 5.91142 0.0 0.0 0.0 0.3679
H -2.09721 0.55695 4.95540 0.1 0.1 0.0 0.2221
```
Positions in Å, forces in eV/Å.


(2)
Here is a 8-piece molecular cluster, C5H30N3O7 overall from the OMol25 dataset. Energies are from the ωB97M-V functional and the def2-TZVPD basis.

* net charge: +1
* electronic energy: -899.09804 Ha
* orbital gap: 9.204 eV
* E_HOMO: -12.3 eV

The geometry in XYZ format:
```
45
Properties=species:S:1:pos:R:3:forces:R:3:mulliken_charge:R:1
N 1.22193 2.80286 0.49969 -0.5 1.7 2.8 -0.3297
C -0.24851 2.54286 1.08046 0.0 -0.4 -1.0 -0.6793
C -1.24521 1.66977 0.12230 1.1 1.8 -2.3 -0.3830
N -0.55104 1.03539 -1.08020 1.0 1.7 3.2 -0.3445
C 0.22601 -0.15301 -0.60628 -3.7 -0.4 0.9 1.7567
C -0.89615 -1.11334 -0.02791 3.1 -1.2 -1.1 -2.0353
C 0.92913 -0.59325 -1.80564 1.7 -2.8 -2.1 -0.7926
N -0.01074 -1.30282 -2.74397 0.0 4.1 2.3 -0.4337
H 1.90220 2.18361 1.09557 -0.8 1.1 -1.5 0.4059
H 1.51226 3.85727 0.46946 -0.8 -2.5 0.6 0.3960
H 1.31605 2.51008 -0.44079 -0.3 -0.9 -1.4 0.2619
H -0.70243 3.51271 1.35235 0.3 -0.4 -0.5 0.4620
H -0.10783 2.02695 2.02320 0.3 -0.2 0.0 0.2392
H -1.88735 2.44632 -0.39078 0.1 -1.1 1.1 0.3829
H -1.76368 0.90266 0.71211 -0.2 1.0 0.0 0.3756
H -1.20952 0.80113 -1.83567 0.7 0.0 0.6 0.2029
H 0.83920 -0.07426 0.33997 -0.2 1.1 -1.4 -0.4440
H -0.55834 -2.12989 0.09657 0.7 -0.3 0.6 0.6025
H -1.14236 -0.74119 0.90490 -0.6 0.3 1.9 0.2876
H -1.75111 -1.31308 -0.58530 -1.6 0.6 -1.4 0.3553
H 1.37739 0.25667 -2.36778 -0.1 -0.6 0.6 0.4152
H 1.73595 -1.35658 -1.53433 -0.5 1.3 -0.4 0.0472
H -0.22626 -2.13557 -2.34248 -0.8 -3.1 0.9 0.1454
H 0.31860 -1.37345 -3.64099 1.0 -0.3 -2.4 0.1933
H -2.88421 0.31120 -2.19608 1.4 2.3 1.9 0.2886
H -2.85450 -1.01335 -2.73077 2.6 -3.9 -0.3 0.2926
O -3.34721 -0.27000 -2.71327 -4.2 1.5 -1.7 -0.5933
H -2.28229 -0.84739 4.29933 0.8 1.4 -1.0 0.3092
H -1.13698 -0.52933 3.31830 0.8 -0.6 -0.2 0.3182
O -1.85647 -0.10732 3.76924 -1.4 -0.9 1.2 -0.6441
H 3.56956 -2.58043 0.74326 -1.6 1.3 -0.4 0.2826
H 2.23196 -2.45670 -0.05892 -0.2 -0.2 -0.3 0.2799
O 2.80133 -1.95855 0.52570 1.9 -1.0 0.8 -0.6415
H 3.88843 1.04142 1.00522 3.6 0.6 0.4 0.2842
H 2.89422 -0.12106 0.71300 0.3 2.5 0.5 0.3155
O 2.99761 0.90243 0.91482 -3.4 -3.3 -0.8 -0.5980
H 2.07327 -1.17474 3.21749 0.3 0.3 0.7 0.3241
H 1.43287 -1.76334 2.07874 0.0 -0.8 -1.9 0.2794
O 1.23370 -1.54999 2.96299 -0.5 0.6 1.3 -0.5683
H -1.72194 -4.16928 0.95122 0.7 0.4 0.8 0.3128
H -0.40652 -4.62684 1.48123 1.6 -2.0 0.1 0.2874
O -0.97150 -3.90000 1.53305 -2.3 1.4 -0.8 -0.6100
H -2.22958 3.62547 -2.69197 -4.5 3.1 5.0 0.2712
H -0.80428 3.64206 -3.13365 -1.1 -0.3 -0.2 0.3007
O -1.70566 3.28391 -3.28338 5.5 -2.8 -4.9 -0.5787
```
Positions in Å, forces in eV/Å.


(3)
Here is C27H25Cl4MgNOP as an isolated structure from the OMol25 dataset. Energies are from the ωB97M-V functional and the def2-TZVPD basis.

* net charge: +1
* electronic energy: -3555.82138 Ha
* orbital gap: 8.223 eV
* E_HOMO: -11.1 eV

The geometry in XYZ format:
```
60
Properties=species:S:1:pos:R:3:forces:R:3:mulliken_charge:R:1
Mg 0.10995 0.47886 -0.19317 0.1 -0.3 0.4 0.6123
Cl -0.75255 0.83563 2.30868 0.2 0.1 0.2 -0.0297
C -2.40941 0.39558 1.87285 -0.2 -0.2 0.3 -0.4091
Cl -2.54168 0.30564 0.11469 0.0 -0.2 -0.3 -0.1097
H -3.09001 1.16059 2.22993 0.1 0.0 0.0 0.3903
H -2.63294 -0.58079 2.28786 0.0 0.0 0.0 0.3734
O -1.39600 -3.32096 0.88833 -0.1 0.1 0.1 -0.5261
N -0.09176 -2.81233 0.74230 0.1 0.3 0.0 0.1736
C 0.64367 -3.37947 1.60813 0.1 0.0 0.1 -0.5264
C 2.07542 -3.17315 1.89532 0.4 0.4 -0.1 0.8706
C 2.65309 -4.26371 2.55798 -0.2 0.0 -0.2 -0.9286
C 3.98142 -4.26926 2.92543 0.1 -0.1 0.1 -0.7622
C 4.76943 -3.16283 2.66869 0.2 0.0 0.1 -0.8783
C 4.22609 -2.06422 2.03149 -0.1 0.0 0.0 -0.3595
C 2.89305 -2.04117 1.62826 -0.7 -0.6 0.2 0.7835
P 2.33838 -0.50956 0.78261 0.6 -0.4 -0.1 0.2137
C 2.96800 0.76815 1.91745 -0.3 0.2 0.0 0.6805
C 3.54274 1.95709 1.47342 0.0 -0.1 0.0 -0.2995
C 3.83226 2.96809 2.37802 0.0 0.0 0.0 -0.8061
C 3.54142 2.80930 3.72343 0.0 0.0 0.0 -0.7519
C 2.94812 1.63668 4.17156 0.0 0.0 0.0 -0.6664
C 2.65105 0.62675 3.27203 0.0 0.0 0.0 -0.6724
C 3.45475 -0.56103 -0.66256 -0.2 0.1 -0.1 1.3730
C 4.75725 -0.07290 -0.69011 0.0 0.0 0.0 -0.2789
C 5.48987 -0.11639 -1.86706 0.0 0.0 0.0 -0.8609
C 4.94263 -0.67124 -3.01431 0.0 0.0 0.0 -0.5794
C 3.66032 -1.19935 -2.98430 0.0 0.0 0.0 -0.6170
C 2.92065 -1.13808 -1.81495 0.0 0.1 0.1 -0.8155
H -1.80180 -3.23567 0.02221 0.0 0.1 -0.2 0.3564
H 0.17585 -4.16494 2.20328 0.0 0.0 0.0 0.3523
H 2.03978 -5.13183 2.76708 0.0 0.0 0.0 0.3910
H 4.40127 -5.13373 3.42117 0.0 0.0 0.0 0.4213
H 5.80618 -3.15176 2.97716 0.0 0.0 0.0 0.4480
H 4.84772 -1.19671 1.85257 0.0 0.0 0.0 0.2425
H 3.76008 2.09744 0.42323 -0.1 0.1 0.0 0.4187
H 4.27227 3.88941 2.01956 0.0 0.0 0.0 0.5131
H 3.77566 3.59929 4.42461 0.0 0.0 0.0 0.4053
H 2.71652 1.51360 5.22145 0.0 0.0 0.0 0.4593
H 2.16812 -0.28125 3.61873 0.1 0.0 0.1 0.4732
H 5.20292 0.36044 0.19452 0.0 0.0 0.0 0.3540
H 6.49278 0.28952 -1.88665 0.0 0.0 0.0 0.4369
H 5.51764 -0.69901 -3.93015 0.0 0.0 0.0 0.4264
H 3.23723 -1.64551 -3.87478 0.0 0.0 0.0 0.4427
H 1.91385 -1.54770 -1.78828 0.0 0.0 -0.1 0.2967
Cl -3.76142 3.55401 -0.84908 0.0 0.0 0.0 -0.1512
C -3.05606 3.43775 -2.46745 0.0 0.0 0.0 -0.3547
Cl -1.79226 2.19167 -2.56790 -0.1 0.1 -0.2 -0.0842
H -2.59894 4.39079 -2.70350 0.0 0.0 0.0 0.2783
H -3.84331 3.18587 -3.16726 0.0 0.0 0.0 0.3384
C 2.70313 4.38086 -1.42747 0.0 0.0 0.0 -0.4678
C 2.72432 3.27211 -2.26247 0.1 -0.1 -0.1 -0.5243
C 1.90055 2.18383 -2.00031 0.1 0.2 0.1 0.0803
C 1.05937 2.15847 -0.88235 -0.1 -0.1 -0.1 0.1723
C 1.04818 3.29235 -0.06498 0.0 0.1 -0.1 -0.6257
C 1.83994 4.40079 -0.34236 -0.1 0.1 0.1 -0.7025
H 3.35880 5.22077 -1.61852 -0.1 0.0 -0.1 0.4101
H 3.38639 3.25141 -3.12013 0.0 0.0 0.0 0.4405
H 1.92840 1.34225 -2.68342 0.1 0.0 0.0 0.4162
H 0.41667 3.32442 0.82026 0.0 0.1 0.0 0.2920
H 1.77786 5.27821 0.29077 0.1 0.0 0.0 0.4512
```
Positions in Å, forces in eV/Å.


What are the relative energy (zero: lowest compared OMol25 entry of this formula, charge and spin) values for these records? In order: 21.81; 88.84; 29.76 kcal per mole.